This record from the Open Molecules 2025 dataset describes a molecular structure, C16H30BeN4O2S3. The level of theory is the ωB97M-V functional and the def2-TZVPD basis.

The geometry in XYZ format:
```
56
C16H30BeN4O2S3 the ωB97M-V functional and the def2-TZVPD basis
S -1.736 4.049 -1.783
S -4.330 -1.425 0.513
S 1.549 0.306 1.046
O 0.705 -0.536 -0.069
O -0.009 -0.944 -2.505
N 0.790 3.066 -1.933
N -0.972 1.582 -1.301
N -2.084 -2.934 -0.050
N -2.076 -0.578 -0.495
C 0.536 1.387 2.089
C 2.353 -0.761 -2.681
C -4.171 0.210 0.149
C -1.294 0.131 -4.280
C -2.857 2.969 -1.036
C -0.572 0.710 2.888
C 1.751 -1.151 2.205
C -2.344 1.720 -0.957
C 1.202 -1.721 -2.533
C -0.273 0.428 4.386
C 4.187 -0.702 2.974
C 2.712 -0.848 3.385
C -2.984 0.517 -0.463
C -0.884 -1.181 -3.674
C -2.641 -1.675 -0.058
C -0.495 2.799 -1.647
Be -0.459 -0.173 -1.025
H -1.726 -1.812 -3.392
H 1.205 -2.499 -3.346
H 4.241 -0.305 1.904
H 1.450 2.349 -1.595
H 2.578 -1.713 4.074
H 2.240 -0.053 -3.500
H -0.990 -0.184 2.416
H 0.215 2.252 1.454
H -2.594 -3.765 0.192
H 4.658 -1.673 2.995
H -2.137 0.072 -5.007
H -1.494 1.303 2.855
H 0.196 -0.585 4.602
H 4.726 -0.068 3.686
H 2.490 -0.139 -1.767
H 0.735 -1.440 2.506
H 1.277 -2.240 -1.603
H 2.473 -0.019 4.025
H -1.261 0.522 4.935
H -1.046 -2.994 -0.197
H -0.321 -1.771 -4.396
H -3.726 3.410 -0.572
H -1.589 0.780 -3.477
H 3.235 -1.415 -2.764
H 1.108 4.012 -2.082
H 0.347 1.189 4.809
H 2.266 -1.876 1.589
H -4.892 0.955 0.597
H -0.501 0.592 -4.877
H 1.237 1.869 2.791
```

Charge = +2
2S+1 = 1
ΔE to the lowest compared entry with this formula, charge and spin = 0.2037 eV
Orbital gap = 8.32 eV
Strongest force on any atom = 0.054 hartree/bohr
Lowest unoccupied orbital energy = -5.47 eV

Results of the Löwdin charge analysis, in e, for atoms 1 through 4: 1.125 1.123 1.128 -0.488